[1]
ORCA calculation (ωB97M-V/def2-TZVPD) on a molecular structure, C32H42N4OS2SiV in a non-equilibrium geometry.

Each line ends with the Mulliken spin population.
Geometry (Å):
V (-0.0924, -0.1200, 0.3839)  1.40
C (3.0986, -2.3617, -0.8436)  0.01
C (3.8780, -1.0893, -0.5422)  -0.03
C (4.3206, -0.4058, -1.8370)  0.00
C (3.2423, -0.1453, 0.4693)  0.04
C (3.4117, 1.2338, 0.3698)  -0.02
C (3.1179, 2.0822, 1.4303)  0.02
C (2.6448, 1.5927, 2.6362)  -0.01
C (2.3787, 2.4988, 3.8077)  0.00
C (2.4181, 0.2225, 2.7258)  0.00
C (2.6941, -0.6297, 1.6683)  0.04
H (3.8131, -3.0841, -1.2490)  0.00
H (2.3430, -1.8151, -2.6976)  0.00
H (2.6617, -2.8192, 0.0406)  0.00
H (4.7891, -1.4445, -0.0484)  0.00
H (3.4911, 0.1230, -2.3153)  0.00
H (4.7078, -1.1467, -2.5403)  0.00
H (5.1148, 0.3202, -1.6682)  0.00
H (3.8001, 1.6698, -0.5397)  0.00
H (3.2625, 3.1502, 1.3069)  0.00
H (3.2254, 2.4873, 4.4990)  0.00
H (1.4923, 2.1857, 4.3592)  0.00
H (2.2265, 3.5291, 3.4860)  0.00
H (2.0122, -0.1893, 3.6420)  0.00
H (2.5494, -1.6933, 1.8228)  -0.02
S (-1.5002, 3.1732, 3.2465)  0.04
C (-0.8442, 2.0977, 2.2645)  0.12
N (-0.3477, 1.3124, 1.5326)  -0.05
C (-0.4999, -3.4470, 2.1078)  -0.02
Si (-1.1096, -1.6649, 2.0427)  -0.04
C (-0.9687, -1.0426, 3.8139)  0.00
C (-2.9693, -1.7704, 1.7095)  0.00
C (-3.5725, -2.9168, 1.1832)  -0.03
C (-4.9270, -2.9449, 0.8612)  0.00
C (-5.7125, -1.8190, 1.0637)  -0.01
C (-5.1381, -0.6701, 1.5967)  0.01
C (-3.7861, -0.6499, 1.9108)  -0.01
H (-1.2001, -4.0611, 2.6843)  0.00
H (0.4694, -3.4762, 2.6181)  0.01
H (-0.3538, -3.8928, 1.1196)  0.00
H (-1.4301, -1.7725, 4.4865)  0.00
H (-1.4641, -0.0794, 3.9658)  0.00
H (0.0773, -0.9219, 4.1115)  0.00
H (-2.9752, -3.8096, 1.0186)  0.00
H (-5.3695, -3.8472, 0.4550)  0.00
H (-6.7666, -1.8368, 0.8150)  0.00
H (-5.7462, 0.2112, 1.7635)  0.00
H (-3.3567, 0.2627, 2.3186)  0.00
C (0.7835, -2.7795, -4.2818)  0.00
N (0.4178, -3.3171, -2.9746)  0.00
C (-0.7909, -4.1286, -3.0005)  0.00
C (1.0085, -3.1014, -1.7994)  0.01
N (2.0137, -2.1767, -1.8100)  0.01
H (0.6290, -3.5501, -5.0371)  0.00
H (1.8291, -2.4878, -4.3336)  0.00
H (0.1670, -1.9176, -4.5415)  0.00
H (-1.6261, -3.5523, -3.4082)  0.00
H (-1.0190, -4.4262, -1.9813)  0.00
H (-0.6431, -5.0158, -3.6208)  0.00
S (0.0915, 3.0942, -3.6113)  0.00
C (0.6330, 1.9656, -2.4150)  -0.01
N (0.7935, 2.4137, -1.2184)  0.00
C (0.4667, 3.7675, -1.1757)  0.00
C (0.4926, 4.5503, -0.0199)  0.00
C (0.1218, 5.8741, -0.1147)  0.00
C (-0.2766, 6.4261, -1.3426)  0.00
C (-0.3150, 5.6610, -2.4904)  0.00
C (0.0592, 4.3200, -2.3912)  0.00
H (0.7997, 0.9303, -2.6907)  0.01
H (0.7780, 4.1064, 0.9277)  0.00
H (0.1260, 6.4927, 0.7735)  0.00
H (-0.5669, 7.4676, -1.3894)  0.00
H (-0.6310, 6.0869, -3.4337)  0.00
C (-2.6671, 1.9822, -0.5142)  -0.02
O (-2.5492, 0.7218, -1.1684)  -0.07
C (-1.5513, -0.1018, -0.7973)  -0.35
C (-1.8246, -1.4463, -1.4156)  -0.04
H (-3.2547, 1.8675, 0.3983)  0.00
H (-3.1875, 2.6441, -1.2031)  0.00
H (-1.6958, 2.3992, -0.2646)  0.01
H (-2.8573, -1.7326, -1.2026)  0.00
H (-1.1721, -2.2257, -1.0085)  0.01
H (-1.6926, -1.3971, -2.4995)  -0.01

Properties
- Kohn-Sham gap (spin up / spin down) (eV) = 7.7052 / 6.9090
- molecular weight (g mol⁻¹) = 641.9
- HOMO (spin up / spin down) (eV) = -7.54 / -6.73
- multiplicity = 2
- charge = 0
- total energy (a.u.) = -3568.59457
- relative energy (zero: lowest compared OMol25 entry of this formula, charge and spin) (eV) = 0.769

---

[2]
ORCA calculation (ωB97M-V/def2-TZVPD) on a molecular structure, C32H43BCrF3N10O5 in a non-equilibrium geometry.

Each line ends with the Mulliken spin population.
Geometry (Å):
Cr (-0.0383, -0.6684, 0.3381)  3.02
C (4.5803, 1.3089, -0.7160)  0.02
C (3.3819, 1.5726, 0.2042)  -0.01
C (2.2613, 2.2098, -0.6079)  0.06
C (3.1079, 0.3600, 1.0441)  0.06
C (4.0634, -0.0983, 1.9581)  0.01
C (3.4959, -1.2181, 2.5466)  0.00
N (2.3097, -1.4267, 1.9845)  0.03
N (2.0263, -0.4473, 1.0641)  -0.13
B (1.3617, -2.5434, 2.3750)  -0.09
N (0.0819, -1.9617, 2.9333)  0.04
C (-0.3314, -2.1354, 4.1948)  0.01
C (-1.5746, -1.5617, 4.3185)  0.01
C (-1.8822, -1.0447, 3.0494)  0.03
N (-0.8439, -1.2538, 2.2306)  -0.06
C (-3.2627, -0.5134, 2.7921)  0.00
C (-4.2561, -1.6877, 2.6883)  0.00
C (-3.4835, 0.5129, 1.6761)  0.00
N (1.0192, -3.3807, 1.1650)  0.00
C (1.2269, -4.6719, 0.8893)  0.00
C (0.7159, -4.9398, -0.3643)  0.01
C (0.1925, -3.7032, -0.8315)  0.00
N (0.4108, -2.7756, 0.1101)  -0.07
C (-0.5713, -3.4835, -2.1149)  0.03
C (-1.7772, -4.4114, -2.1644)  0.00
C (0.2967, -3.7346, -3.3640)  -0.01
H (4.9542, 2.2559, -1.1589)  0.00
H (4.2968, 0.6247, -1.5279)  -0.01
H (5.3929, 0.8558, -0.1396)  0.00
H (3.7238, 2.3034, 0.9179)  0.00
H (1.8153, 1.5101, -1.3043)  0.00
H (2.6719, 3.0497, -1.1770)  0.00
H (1.4792, 2.5813, 0.0232)  -0.02
H (4.9863, 0.3714, 2.2202)  0.00
H (3.8595, -1.8985, 3.3014)  0.00
H (1.9008, -3.2196, 3.1910)  0.00
H (0.2724, -2.6963, 4.9070)  0.00
H (-2.2097, -1.5537, 5.1939)  0.00
H (-3.5098, 0.0076, 3.7161)  0.00
H (-4.0811, -2.2411, 1.7660)  0.00
H (-5.3026, -1.2945, 2.7096)  0.00
H (-4.1553, -2.3718, 3.5235)  0.00
H (-3.5095, 0.0325, 0.6914)  0.00
H (-2.6737, 1.2112, 1.6528)  0.01
H (-4.4291, 1.0592, 1.8214)  0.00
H (1.6830, -5.3023, 1.6313)  0.00
H (0.6440, -5.8734, -0.8827)  0.00
H (-0.9149, -2.4411, -2.0832)  0.02
H (-1.4690, -5.4564, -2.1605)  0.00
H (-2.3852, -4.2311, -3.0530)  0.00
H (-2.4166, -4.2428, -1.2911)  0.00
H (0.6515, -4.7665, -3.4431)  0.00
H (1.1517, -3.0788, -3.3543)  0.01
H (-0.3077, -3.5091, -4.2415)  0.00
O (-3.6540, -2.1402, -0.5794)  0.02
N (-2.6221, -2.0381, 0.0093)  0.01
O (-1.7094, -1.1183, -0.4529)  -0.04
F (1.8780, -0.2423, -6.4555)  0.01
C (2.5600, 0.2095, -5.3466)  0.01
F (3.8089, -0.3026, -5.4551)  0.00
F (2.7152, 1.5396, -5.5729)  0.02
C (1.9235, -0.1052, -4.0768)  0.30
C (2.6036, -0.7548, -3.0185)  0.01
C (1.9649, -0.9859, -1.8256)  0.24
N (0.6784, -0.5442, -1.5586)  0.13
C (-0.0157, 0.0477, -2.6094)  0.18
C (0.5613, 0.2846, -3.8268)  0.03
H (3.6267, -1.0947, -3.1405)  0.01
H (2.4461, -1.5021, -1.0083)  0.05
H (-1.0196, 0.3474, -2.3951)  0.02
H (0.0109, 0.7444, -4.6501)  0.01
C (-0.1021, 4.2869, -1.8790)  -0.01
C (-1.3709, 4.4642, -1.0646)  0.00
C (-1.4162, 3.6725, 0.2827)  0.01
C (-2.8696, 3.8734, 0.8646)  0.00
C (-2.9937, 3.9985, 2.3826)  0.00
C (-0.4433, 4.2095, 1.2511)  0.00
O (-0.2123, 5.3855, 1.4392)  0.00
N (0.1003, 3.2625, 2.0624)  0.00
C (0.0705, 1.8623, 1.9104)  0.05
O (0.5606, 1.2174, 2.8233)  0.01
N (-0.5026, 1.3383, 0.7683)  -0.14
C (-1.2079, 2.1964, -0.0596)  0.09
O (-1.7690, 1.8105, -1.0696)  0.00
H (-0.2256, 4.8314, -2.8086)  0.00
H (0.1045, 3.2359, -2.1118)  0.00
H (0.7557, 4.6900, -1.3587)  0.00
H (-2.2451, 4.1711, -1.6519)  0.00
H (-1.4878, 5.5369, -0.7706)  0.00
H (-3.4904, 3.0675, 0.4878)  0.00
H (-3.2000, 4.8318, 0.4545)  0.00
H (-2.4910, 3.1890, 2.9064)  0.00
H (-4.0407, 3.9898, 2.6852)  0.00
H (-2.5552, 4.9687, 2.7044)  0.00
H (0.6450, 3.5766, 2.8660)  0.00

Properties
- Kohn-Sham gap (spin up / spin down) (eV) = 4.9182 / 8.7505
- molecular weight (g mol⁻¹) = 767.6
- HOMO (spin up / spin down) (eV) = -2.49 / -6.32
- multiplicity = 5
- charge = -1
- total energy (a.u.) = -3538.12669

---

[3]
ORCA calculation (ωB97M-V/def2-TZVPD) on a molecular structure, C32H43BeO3S2Si.

Each line ends with the Mulliken charge.
Geometry (Å):
Be (0.3714, -0.3131, -0.0503)  -0.26
C (-1.9521, 1.5026, 2.2324)  -1.33
C (-0.6287, 0.8608, 2.6468)  1.73
C (0.5051, 1.8784, 2.5913)  -1.67
C (-0.7592, 0.3339, 4.0757)  -1.45
O (-0.3344, -0.2220, 1.7090)  1.10
Si (-0.7975, -1.8232, 1.6856)  0.08
S (-0.6232, -2.2000, -0.3354)  -1.01
O (0.1081, -2.9028, 2.4909)  -0.29
C (1.0153, -3.1943, 3.5360)  1.84
C (2.1288, -2.1584, 3.6350)  -1.42
C (0.2380, -3.2854, 4.8522)  -1.47
C (1.6339, -4.5513, 3.2020)  -1.84
O (-2.2733, -1.7706, 2.4087)  0.21
C (-3.3677, -2.6835, 2.3408)  1.65
C (-2.8966, -4.1153, 2.0831)  -1.42
C (-4.2917, -2.2217, 1.2127)  -1.63
C (-4.0808, -2.6012, 3.6889)  -1.78
H (-2.1414, 2.4035, 2.8189)  0.48
H (-2.7704, 0.7952, 2.3813)  0.00
H (-1.9148, 1.7613, 1.1785)  0.09
H (0.3954, 2.6121, 3.3927)  0.45
H (0.5097, 2.3926, 1.6324)  0.28
H (1.4635, 1.3753, 2.6931)  0.24
H (-1.0236, 1.1609, 4.7355)  0.56
H (0.1836, -0.0850, 4.4268)  0.30
H (-1.5349, -0.4274, 4.1347)  0.01
H (1.7258, -1.1561, 3.7681)  0.21
H (2.7150, -2.1452, 2.7189)  0.25
H (2.7796, -2.3903, 4.4810)  0.51
H (-0.3172, -2.3620, 5.0249)  0.22
H (0.9179, -3.4533, 5.6893)  0.47
H (-0.4768, -4.1104, 4.8093)  0.32
H (2.1753, -4.4803, 2.2584)  0.39
H (0.8535, -5.3062, 3.0913)  0.36
H (2.3235, -4.8526, 3.9927)  0.40
H (-2.4271, -4.1775, 1.0995)  0.29
H (-3.7336, -4.8139, 2.1246)  0.52
H (-2.1531, -4.3991, 2.8291)  0.18
H (-3.7063, -2.1368, 0.2951)  0.29
H (-4.7174, -1.2444, 1.4501)  0.34
H (-5.1047, -2.9330, 1.0536)  0.49
H (-3.4031, -2.9131, 4.4863)  0.33
H (-4.9616, -3.2461, 3.6996)  0.46
H (-4.3936, -1.5737, 3.8834)  0.31
C (-4.7243, 3.6317, -2.5615)  -0.39
C (-3.4526, 3.7324, -3.1086)  -0.75
C (-2.4507, 2.8455, -2.7449)  0.04
C (-2.7005, 1.8235, -1.8253)  0.33
C (-3.9994, 1.7159, -1.3096)  -0.51
C (-4.9953, 2.6120, -1.6582)  -0.66
C (-1.7051, 0.8603, -1.3181)  -0.85
C (-0.3934, 1.0074, -1.0587)  -0.15
C (0.3150, 2.2705, -1.3649)  -0.22
C (1.4303, 2.2386, -2.2083)  -0.14
C (2.2005, 3.3669, -2.4349)  -0.80
C (1.8818, 4.5678, -1.8148)  -0.53
C (0.7657, 4.6253, -0.9926)  -0.93
C (-0.0116, 3.4976, -0.7777)  0.68
H (-5.4984, 4.3364, -2.8404)  0.36
H (-3.2434, 4.5195, -3.8239)  0.38
H (-1.4641, 2.9392, -3.1780)  0.52
H (-4.2120, 0.9148, -0.6098)  0.44
H (-5.9853, 2.5222, -1.2263)  0.38
H (-2.1499, -0.0912, -1.0310)  0.49
H (1.6885, 1.2981, -2.6769)  0.59
H (3.0642, 3.3015, -3.0867)  0.42
H (2.4961, 5.4460, -1.9721)  0.36
H (0.4964, 5.5587, -0.5104)  0.40
H (-0.8917, 3.5678, -0.1493)  0.45
S (2.3917, -0.2436, 0.5071)  -0.31
C (3.5599, -0.1512, -0.7870)  0.62
C (4.8400, 0.3340, -0.4906)  -0.71
C (5.8283, 0.3826, -1.4585)  -0.54
C (5.5612, -0.0467, -2.7533)  -0.48
C (4.2918, -0.5159, -3.0595)  -0.50
C (3.2995, -0.5763, -2.0933)  -0.64
H (5.0370, 0.6680, 0.5208)  0.38
H (6.8097, 0.7649, -1.2016)  0.35
H (6.3341, -0.0195, -3.5117)  0.36
H (4.0683, -0.8433, -4.0692)  0.36
H (2.3178, -0.9681, -2.3284)  0.44

Properties
- Kohn-Sham gap (eV) = 6.9230
- molecular weight (g mol⁻¹) = 576.9
- HOMO (eV) = -4.34
- charge = -1
- total energy (a.u.) = -2571.86152
- relative energy (zero: lowest compared OMol25 entry of this formula, charge and spin) (eV) = 0.305

---

Question: What is the molecular weight in the second record?
Answer: 767.6 g mol⁻¹

---

Question: Look up the charge of the second one.
Answer: -1